Record 1
Molecular formula: C4H14N2O
Method: DFT, ωB97M-V with the def2-TZVPD basis set

The calculation puts the largest force on an atom at 4.53 eV/Å. Its gap between HOMO and LUMO is 9.26 eV. The energy relative to the best compared isomer or geometry (same formula, charge and spin) is 2.501 eV. As for the lowest unoccupied orbital energy: 0.7765 eV. As for the structure (SMILES): CCNCCN.O. For the HOMO energy, the calculation gives -8.48 eV.

Last column: Mulliken charge in e.
CARTESIAN COORDINATES (ANGSTROEM)
1 C 1.2244 -1.7851 -1.7835  -1.210
2 C 0.1373 -0.6257 -1.5453  -0.329
3 N -0.7525 -1.0202 -0.4549  -0.383
4 C -1.5408 0.0831 -0.0104  -0.392
5 C -1.9990 0.0208 1.3639  -0.746
6 N -1.0504 0.5269 2.3448  -0.405
7 H 0.8169 -2.6522 -2.3935  0.299
8 H 1.7913 -2.1212 -0.9500  0.354
9 H 1.9638 -1.4197 -2.5190  0.368
10 H -0.4063 -0.2768 -2.3730  0.410
11 H 0.8161 0.1007 -1.2150  0.163
12 H -0.2238 -1.4358 0.2553  0.272
13 H -2.3649 0.1303 -0.7434  0.268
14 H -1.0778 1.0367 -0.2229  0.287
15 H -2.9593 0.5490 1.4269  0.397
16 H -2.1713 -1.0643 1.7143  0.306
17 H -1.0115 1.4531 2.7161  0.158
18 H -0.3726 -0.2577 2.5251  0.188
19 O 2.9160 2.8024 0.9386  -0.633
20 H 2.5451 2.6613 0.0844  0.312
21 H 3.7193 3.2944 0.8412  0.316


Record 2
Molecular formula: C4H14N2O
Method: DFT, ωB97M-V with the def2-TZVPD basis set

The calculation puts the largest force on an atom at 3.62 eV/Å. Its gap between HOMO and LUMO is 10.11 eV. The energy relative to the best compared isomer or geometry (same formula, charge and spin) is 2.170 eV. As for the lowest unoccupied orbital energy: 0.7259 eV. As for the structure (SMILES): NCCCCN.O. For the HOMO energy, the calculation gives -9.39 eV.

Last column: Mulliken charge in e.
CARTESIAN COORDINATES (ANGSTROEM)
1 N 1.1362 -1.4798 0.2830  -0.549
2 C 1.4355 -0.4297 -0.7375  -0.461
3 C 0.0279 0.0303 -1.3972  -0.549
4 C -1.0890 0.4123 -0.4819  -0.202
5 C -0.7360 1.3969 0.6918  -0.692
6 N 0.0571 2.4745 0.1612  -0.669
7 H 1.2680 -1.1445 1.2454  0.231
8 H 1.9179 -2.1226 0.3691  0.214
9 H 1.8310 0.5709 -0.3295  0.053
10 H 2.1015 -0.9140 -1.4718  0.408
11 H 0.1278 0.6569 -2.2908  0.322
12 H -0.3485 -0.9467 -1.7058  0.280
13 H -1.9842 0.7309 -1.1264  0.338
14 H -1.5231 -0.5101 0.0474  0.107
15 H -0.2170 0.9190 1.4995  0.241
16 H -1.6556 1.7456 1.1064  0.478
17 H 1.0642 2.2535 0.3613  0.200
18 H 0.0241 3.3574 0.7473  0.263
19 O -1.5046 -2.4181 1.1431  -0.694
20 H -0.7463 -2.0201 1.6394  0.345
21 H -1.1868 -2.5625 0.2461  0.337


Record 3
Molecular formula: C4H14N2O
Method: DFT, ωB97M-V with the def2-TZVPD basis set

The calculation puts the largest force on an atom at 0.82 eV/Å. Its gap between HOMO and LUMO is 9.91 eV. The energy relative to the best compared isomer or geometry (same formula, charge and spin) is 1.145 eV. As for the lowest unoccupied orbital energy: 0.9876 eV. As for the structure (SMILES): NCCCCN.O. For the HOMO energy, the calculation gives -8.92 eV.

Last column: Mulliken charge in e.
CARTESIAN COORDINATES (ANGSTROEM)
1 N -1.5531 -0.4155 -1.3071  -0.510
2 C -0.4341 -1.3152 -1.0096  -0.549
3 C 0.9330 -0.6524 -1.0456  -0.840
4 C 1.3005 0.3499 0.0415  -0.321
5 C 1.2270 -0.1680 1.4746  -0.726
6 N -0.1559 -0.2058 1.9471  -0.474
7 H -2.1453 -0.8763 -1.9820  0.195
8 H -1.3084 0.5089 -1.6193  0.248
9 H -0.6151 -1.7145 -0.0106  0.244
10 H -0.4519 -2.1814 -1.6718  0.339
11 H 1.6530 -1.4743 -0.9886  0.348
12 H 1.0863 -0.2184 -2.0415  0.347
13 H 2.2942 0.7142 -0.2104  0.326
14 H 0.6624 1.2363 -0.0195  0.272
15 H 1.8700 0.4703 2.0896  0.353
16 H 1.5839 -1.1938 1.4916  0.385
17 H -0.4679 0.7254 2.1942  0.171
18 H -0.2041 -0.7642 2.7934  0.204
19 O -1.5242 2.6486 -0.2403  -0.647
20 H -1.7737 2.6606 0.6902  0.300
21 H -1.9767 1.8656 -0.5758  0.336


Record 4
Molecular formula: C4H14N2O
Method: DFT, ωB97M-V with the def2-TZVPD basis set

The calculation puts the largest force on an atom at 2.23 eV/Å. Its expectation value of S² is 0.76. Its gap between HOMO and LUMO (spin up / spin down) is 9.48 / 4.30 eV. Its spin multiplicity is 2. Its total charge is +1. The energy relative to the best compared isomer or geometry (same formula, charge and spin) is 0.725 eV. As for the lowest unoccupied orbital energy (spin up / spin down): -3.1757 / -8.0555 eV. For the HOMO energy (spin up / spin down), the calculation gives -12.66 / -12.36 eV.

Last column: Mulliken spin population.
CARTESIAN COORDINATES (ANGSTROEM)
1 C -2.0727 -0.5044 -0.3408  0.058
2 C -0.6632 0.1531 0.0794  0.150
3 C 0.1705 -0.6372 1.0572  0.025
4 C 1.5676 -0.9710 0.4368  0.022
5 N 2.5276 -1.4833 1.3746  0.053
6 N -2.8071 0.3971 -1.0489  0.675
7 H -1.8991 -1.4784 -0.7807  -0.005
8 H -2.5483 -0.6799 0.6395  0.053
9 H -0.1796 0.2517 -0.8959  0.011
10 H -0.8392 1.1707 0.4298  0.004
11 H -0.3142 -1.5360 1.4199  0.001
12 H 0.3690 -0.0923 1.9549  0.001
13 H 1.4707 -1.6697 -0.3937  -0.001
14 H 1.8992 -0.0122 0.0419  -0.005
15 H 2.2252 -2.3830 1.7179  -0.002
16 H 2.6838 -0.9097 2.1942  -0.002
17 H -3.0647 0.1980 -2.0037  -0.019
18 H -3.3053 1.1720 -0.6310  -0.018
19 H 1.3092 3.4863 -2.2620  0.000
20 H 2.1755 2.5697 -1.5045  0.000
21 O 1.2950 2.9586 -1.4851  0.001


Record 5
Molecular formula: C4H14N2O2
Method: DFT, ωB97M-V with the def2-TZVPD basis set

The calculation puts the largest force on an atom at 4.28 eV/Å. Its expectation value of S² is 0.76. Its gap between HOMO and LUMO (spin up / spin down) is 8.08 / 6.27 eV. Its spin multiplicity is 2. Its total charge is -1. The energy relative to the best compared isomer or geometry (same formula, charge and spin) is 3.148 eV. As for the lowest unoccupied orbital energy (spin up / spin down): 4.0900 / 2.4729 eV. For the HOMO energy (spin up / spin down), the calculation gives -3.99 / -3.80 eV.

Last column: Mulliken spin population.
CARTESIAN COORDINATES (ANGSTROEM)
1 C 1.6336 -0.3999 0.8398  -0.007
2 N 2.6176 0.8025 0.9654  0.119
3 C 0.1831 -0.4454 0.3678  -0.016
4 C -0.4268 -1.7083 1.0575  0.006
5 N 0.1551 -0.5936 -1.0711  0.051
6 C -0.7144 0.4668 -1.8322  0.024
7 O -1.9722 0.0038 -1.7988  0.083
8 H 2.1742 -1.0750 0.1717  0.003
9 H 1.6970 -0.8204 1.8540  0.006
10 H 2.3072 1.3347 1.7878  -0.018
11 H 1.9007 1.1671 0.2210  0.035
12 H -0.4211 0.4534 0.5760  -0.019
13 H -1.4570 -1.6145 0.6893  -0.001
14 H -0.3198 -1.8089 2.1294  -0.001
15 H 0.0704 -2.5265 0.5441  0.001
16 H 1.0514 -0.2541 -1.4360  -0.013
17 H -0.6570 1.4126 -1.2405  0.001
18 H -0.2180 0.5737 -2.8131  -0.003
19 H 1.1165 1.6916 -0.8768  0.748
20 H -2.4505 0.6685 -0.5525  0.000
21 H -3.5227 1.5858 0.0713  0.000
22 O -2.7474 1.0861 0.3460  0.000


Record 6
Molecular formula: C4H14N2O2
Method: DFT, ωB97M-V with the def2-TZVPD basis set

The calculation puts the largest force on an atom at 1.79 eV/Å. Its expectation value of S² is 0.75. Its gap between HOMO and LUMO (spin up / spin down) is 2.52 / 9.57 eV. Its spin multiplicity is 2. Its total charge is -1. The energy relative to the best compared isomer or geometry (same formula, charge and spin) is 0.249 eV. As for the lowest unoccupied orbital energy (spin up / spin down): 3.3458 / 3.2541 eV. For the HOMO energy (spin up / spin down), the calculation gives 0.82 / -6.31 eV.

Last column: Mulliken spin population.
CARTESIAN COORDINATES (ANGSTROEM)
1 C -1.2100 -1.6606 -0.8060  0.010
2 O -1.1342 -2.9217 -0.1220  -0.095
3 C -0.4520 -0.5901 -0.0659  0.158
4 C -0.2926 0.6987 -0.8588  0.365
5 C -0.5584 1.9325 -0.0342  0.443
6 N -1.9933 2.1502 0.2747  -0.050
7 N 0.7874 -1.1850 0.4163  0.648
8 H -2.2840 -1.4876 -0.8028  0.012
9 H -0.8307 -1.8455 -1.8211  0.001
10 H -1.0904 -0.4688 0.8216  0.078
11 H 0.6826 0.7369 -1.3286  -0.344
12 H -1.0638 0.7010 -1.6170  0.002
13 H 0.0228 1.9550 0.8917  -0.130
14 H -0.2126 2.8288 -0.5567  -0.067
15 H -2.1328 2.1500 1.2807  -0.007
16 H -2.4969 1.3048 0.0108  0.002
17 H -0.2170 -3.0209 0.1752  0.022
18 H 1.3499 -0.5600 0.9891  -0.403
19 H 1.3523 -1.4442 -0.3904  -0.166
20 H 3.9037 1.0430 1.0930  -0.306
21 H 4.3207 -0.4496 1.2971  -0.326
22 O 3.5492 0.1331 1.1533  1.150


Record 7
Molecular formula: C4H14N2O2
Method: DFT, ωB97M-V with the def2-TZVPD basis set

The calculation puts the largest force on an atom at 3.23 eV/Å. Its gap between HOMO and LUMO is 9.40 eV. The energy relative to the best compared isomer or geometry (same formula, charge and spin) is 1.653 eV. As for the lowest unoccupied orbital energy: 0.7157 eV. As for the structure (SMILES): NCC[C@@H](N)CO.O. For the HOMO energy, the calculation gives -8.68 eV.

Last column: Mulliken charge in e.
CARTESIAN COORDINATES (ANGSTROEM)
1 N -1.1320 -2.2234 0.0547  -0.692
2 C 0.0339 -2.0253 -0.8586  -0.738
3 C 0.7318 -0.6439 -0.6539  -0.402
4 C -0.4246 0.4457 -0.5492  0.242
5 N -0.8435 0.8223 0.7707  -0.557
6 C 0.1078 1.6135 -1.3678  -0.927
7 O 0.3949 1.2119 -2.7017  -0.509
8 H -0.9077 -1.9592 1.0035  0.271
9 H -1.8791 -1.5821 -0.1616  0.314
10 H 0.6309 -2.9006 -0.4643  0.319
11 H -0.0654 -2.2185 -1.9245  0.361
12 H 1.3396 -0.6852 0.2703  0.326
13 H 1.3357 -0.5530 -1.5488  0.290
14 H -1.2726 0.1069 -1.1357  0.224
15 H -0.0448 0.8214 1.3864  0.243
16 H -1.2679 1.7430 0.8141  0.259
17 H -0.6091 2.4304 -1.3169  0.421
18 H 1.1455 1.9087 -1.0448  0.262
19 H -0.2629 1.4146 -3.3697  0.286
20 O 1.0330 0.5926 4.2587  -0.616
21 H 0.3457 0.5838 4.9414  0.311
22 H 1.6074 -0.0280 4.7318  0.311


Record 8
Molecular formula: C4H14N2O2
Method: DFT, ωB97M-V with the def2-TZVPD basis set

The calculation puts the largest force on an atom at 3.64 eV/Å. Its gap between HOMO and LUMO is 9.98 eV. The energy relative to the best compared isomer or geometry (same formula, charge and spin) is 1.987 eV. As for the lowest unoccupied orbital energy: 0.7724 eV. As for the structure (SMILES): CNC[C@H](N)CO.O. For the HOMO energy, the calculation gives -9.21 eV.

Last column: Mulliken charge in e.
CARTESIAN COORDINATES (ANGSTROEM)
1 C -0.0130 -2.1391 -1.1131  -1.011
2 N 0.0912 -1.3441 0.1937  -0.227
3 C -1.1905 -0.5209 0.4209  -0.862
4 C -0.5677 0.8873 0.4816  0.579
5 N -1.4963 1.8236 1.0872  -0.700
6 C -0.0030 1.4722 -0.8123  -0.581
7 O 0.8399 2.6129 -0.5485  -0.540
8 H 0.8571 -1.8148 -1.6954  0.265
9 H -0.9548 -2.0246 -1.5744  0.317
10 H 0.0957 -3.1552 -0.8559  0.375
11 H 0.1077 -1.9660 0.9970  0.287
12 H -1.8294 -0.5587 -0.5270  0.270
13 H -1.8432 -0.7971 1.2434  0.295
14 H 0.4096 0.8177 1.0683  0.039
15 H -2.3719 1.8033 0.5781  0.271
16 H -1.1207 2.7493 0.9735  0.310
17 H 0.4788 0.6718 -1.4749  0.265
18 H -0.8708 1.8066 -1.3648  0.269
19 H 1.2522 2.8245 -1.4736  0.346
20 O 2.7553 -1.4344 1.4522  -0.693
21 H 1.9878 -0.8915 1.1320  0.415
22 H 3.3862 -0.8228 1.8120  0.310


Record 9
Molecular formula: C4H14N2O2
Method: DFT, ωB97M-V with the def2-TZVPD basis set

The calculation puts the largest force on an atom at 2.04 eV/Å. Its gap between HOMO and LUMO is 9.67 eV. The energy relative to the best compared isomer or geometry (same formula, charge and spin) is 1.692 eV. As for the lowest unoccupied orbital energy: 0.8382 eV. As for the structure (SMILES): NCCNCCO.O. For the HOMO energy, the calculation gives -8.84 eV.

Last column: Mulliken charge in e.
CARTESIAN COORDINATES (ANGSTROEM)
1 N 0.6510 2.8018 1.7903  -0.493
2 C 0.9403 1.6112 1.0363  -0.450
3 C 0.6724 1.8086 -0.5089  -0.633
4 N 1.1766 0.6587 -1.2907  -0.386
5 C 0.1602 -0.4137 -1.2146  -0.533
6 C 0.6109 -1.8050 -1.6938  -0.210
7 O 0.5140 -1.9916 -3.0858  -0.504
8 H 0.3390 2.5867 2.7045  0.210
9 H 1.3566 3.5231 1.7247  0.187
10 H 1.9293 1.1386 1.0585  0.248
11 H 0.2362 0.8476 1.3706  0.319
12 H 1.2736 2.6614 -0.8315  0.374
13 H -0.3832 2.0658 -0.5340  0.299
14 H 2.0131 0.3663 -0.7851  0.263
15 H -0.5728 -0.0897 -1.9612  0.288
16 H -0.2827 -0.5131 -0.2214  0.239
17 H 1.6465 -2.0113 -1.3973  0.237
18 H -0.0459 -2.5260 -1.1902  0.240
19 H 0.1979 -1.2247 -3.5169  0.306
20 O -3.8204 -2.2014 3.8216  -0.644
21 H -4.6725 -2.4973 3.4847  0.321
22 H -4.0482 -2.0810 4.7682  0.324


Record 10
Molecular formula: C4H14N2O2
Method: DFT, ωB97M-V with the def2-TZVPD basis set

The calculation puts the largest force on an atom at 2.94 eV/Å. Its gap between HOMO and LUMO is 9.22 eV. The energy relative to the best compared isomer or geometry (same formula, charge and spin) is 1.554 eV. As for the lowest unoccupied orbital energy: 0.7071 eV. As for the structure (SMILES): C[C@@H](O)CNCN.O. For the HOMO energy, the calculation gives -8.51 eV.

Last column: Mulliken charge in e.
CARTESIAN COORDINATES (ANGSTROEM)
1 C -2.8271 1.1303 0.4987  -1.191
2 C -1.5338 1.3963 1.2997  0.127
3 O -1.8154 1.7250 2.6273  -0.554
4 C -0.6057 0.1555 1.2100  -0.570
5 N 0.1440 0.2753 -0.0392  -0.261
6 C 1.5464 -0.1298 -0.0711  -0.773
7 N 1.8404 -1.5414 -0.0405  -0.545
8 H -3.1136 1.9615 -0.1487  0.282
9 H -3.6206 0.8293 1.1825  0.334
10 H -2.7657 0.3439 -0.2619  0.320
11 H -1.0210 2.1837 0.7605  0.347
12 H -2.3145 1.0535 3.0954  0.323
13 H 0.0462 0.3580 2.0561  0.399
14 H -1.0624 -0.8367 1.2089  0.250
15 H -0.3642 0.1092 -0.8930  0.232
16 H 1.9185 0.2537 -0.9957  0.402
17 H 1.9370 0.5119 0.7156  0.412
18 H 1.2868 -2.1123 -0.6570  0.221
19 H 1.8843 -1.8980 0.8984  0.247
20 O 3.5612 -1.7890 -4.5168  -0.642
21 H 3.8407 -1.4225 -3.6693  0.326
22 H 3.0385 -2.5573 -4.2599  0.315